Here is a structure of composition C34H51AlBCl2F11NNaO22S from OMol25. Energies are from ωB97M-V with the def2-TZVPD basis set.

```
125
Properties=species:S:1:pos:R:3
C -5.618 1.351 -3.736
C -4.819 1.342 -5.088
C -3.986 2.652 -5.265
C -2.465 2.355 -5.169
C -2.093 2.035 -3.709
C -0.677 1.364 -3.642
C -0.206 1.420 -2.177
C 0.417 2.811 -1.920
O 1.207 2.933 -0.732
C 1.048 1.902 0.186
C -0.291 2.008 1.010
F -1.022 3.070 0.661
F -1.045 0.886 0.904
C 0.030 2.182 2.523
F 0.774 1.216 2.991
F -1.058 2.315 3.229
F 0.686 3.368 2.638
C 1.289 0.493 -0.390
N 0.654 0.281 -1.757
B -0.036 -1.094 -1.704
C -1.557 -1.373 -1.424
O 0.775 -2.138 -1.970
H -5.245 0.554 -3.077
H -6.685 1.143 -3.899
H -5.570 2.324 -3.231
H -4.155 0.465 -5.087
H -5.553 1.218 -5.888
H -4.268 3.081 -6.236
H -4.231 3.374 -4.473
H -1.900 3.224 -5.531
H -2.287 1.450 -5.769
H -2.075 2.919 -3.058
H -2.845 1.326 -3.329
H -0.010 1.907 -4.325
H -0.812 0.348 -4.042
H -1.117 1.373 -1.560
H 1.054 3.064 -2.781
H -0.381 3.563 -1.872
H 1.840 2.045 0.934
H 2.372 0.338 -0.484
H 0.938 -0.302 0.285
H 1.445 0.239 -2.414
H -1.711 -1.627 -0.367
H -2.227 -0.540 -1.692
H -1.869 -2.206 -2.071
H 1.575 -2.111 -1.418
C 3.239 -7.404 -1.633
C 4.295 -6.922 -0.963
C 4.396 -5.470 -0.591
O 5.362 -5.085 0.037
C 3.314 -4.586 -1.008
C 2.273 -5.071 -1.682
C 2.153 -6.518 -2.029
O 1.164 -6.901 -2.631
O 1.296 -4.250 -2.082
O 5.307 -7.706 -0.589
H 3.155 -8.448 -1.903
H 3.396 -3.538 -0.757
H 0.636 -4.806 -2.536
H 5.942 -7.128 -0.120
C -3.059 5.895 2.119
C -4.047 5.095 2.947
O -5.292 5.805 2.810
S -5.366 6.473 1.356
O -6.117 5.627 0.499
O -5.667 7.852 1.511
O -3.812 6.321 0.973
H -2.713 6.786 2.649
H -2.198 5.310 1.804
H -3.756 5.024 3.986
H -4.184 4.089 2.540
C -1.443 5.603 5.731
O -1.487 5.511 6.968
O -2.009 4.797 4.901
O -0.801 6.536 5.080
Na -2.460 7.717 6.884
Al -0.081 5.473 3.698
C 5.803 -9.830 4.666
C 4.713 -8.773 4.698
O 5.205 -7.442 4.425
C 5.388 -7.008 3.036
O 4.349 -7.192 2.316
C 6.685 -7.631 2.415
F 7.680 -7.681 3.324
F 7.113 -6.845 1.423
F 6.534 -8.861 1.930
H 6.725 -9.464 5.119
H 5.467 -10.715 5.206
H 6.029 -10.143 3.651
H 4.328 -8.730 5.713
H 3.866 -9.035 4.064
H 5.700 -5.955 3.188
C -5.844 0.159 -10.397
C -4.436 0.643 -10.090
C -4.685 1.634 -8.964
O -5.838 1.168 -8.252
C -6.473 0.132 -9.013
H -5.877 -0.808 -10.897
H -6.359 0.887 -11.028
H -3.827 -0.189 -9.728
H -3.928 1.090 -10.943
H -4.910 2.632 -9.355
H -3.840 1.712 -8.278
H -6.283 -0.822 -8.510
H -7.549 0.304 -9.036
Cl 3.662 -6.286 5.398
O 6.150 -1.783 -3.542
Cl 4.717 -1.788 -3.651
O 4.133 -1.816 -2.319
O 4.278 -2.953 -4.379
O 4.268 -0.589 -4.327
C 0.926 3.070 8.541
C 2.118 2.793 9.434
O 2.700 4.014 9.929
C 2.039 4.622 10.909
O 1.019 4.240 11.405
C 2.791 5.884 11.348
F 3.138 6.649 10.298
F 3.921 5.569 12.005
F 2.051 6.640 12.164
H 1.208 3.741 7.728
H 0.538 2.143 8.120
H 0.123 3.559 9.090
H 2.899 2.295 8.860
H 1.859 2.134 10.264
```

The value obtained for the lowest unoccupied orbital energy is -0.1580 hartree. As for the multiplicity: 1. The HOMO energy comes out at -8.4 eV. For the orbital gap, the calculation gives 0.150 hartree.